Entry 1:
This record from the OMol25 dataset describes 11 unconnected molecules or ions with the total composition C18H55O20. The level of theory is ωB97M-V/def2-TZVPD.

Element x y z (Å)
O -0.27 1.29 1.96
C 0.11 0.75 0.80
O 0.17 -0.48 0.64
O 0.31 1.48 -0.17
H -0.02 2.20 1.75
C 4.54 -1.28 -2.96
O 3.21 -1.71 -3.07
H 4.92 -0.83 -3.88
H 4.70 -0.57 -2.15
H 5.15 -2.15 -2.72
H 2.69 -1.26 -2.40
C -0.46 -2.80 5.16
O -1.23 -1.58 5.17
H 0.28 -2.83 5.95
H -1.14 -3.62 5.40
H 0.04 -2.94 4.20
H -1.01 -1.07 4.39
C 0.95 5.49 4.28
O 0.65 6.30 3.17
H 1.52 4.58 4.08
H 1.56 6.08 4.97
H 0.02 5.21 4.77
H -0.10 5.87 2.75
C 3.79 -7.05 1.11
C 3.36 -5.60 1.30
O 2.12 -5.42 0.61
O 3.09 -7.91 1.95
H 4.85 -7.22 1.29
H 3.61 -7.40 0.09
H 4.13 -4.94 0.91
H 3.27 -5.33 2.35
H 1.86 -4.50 0.69
H 3.59 -7.95 2.76
C 5.55 0.12 2.79
C 4.94 -0.15 4.14
O 5.50 -1.40 4.72
O 6.70 0.89 2.83
H 4.83 0.65 2.16
H 5.81 -0.79 2.27
H 3.86 -0.03 4.23
H 5.23 0.71 4.74
H 6.43 -1.26 4.91
H 7.43 0.36 2.50
C -5.34 6.67 0.13
C -4.41 5.99 1.17
O -3.30 5.41 0.60
O -6.31 5.89 -0.50
H -4.75 7.19 -0.63
H -5.91 7.46 0.64
H -5.00 5.22 1.67
H -4.03 6.71 1.90
H -3.57 4.99 -0.21
H -6.96 6.54 -0.78
C -0.86 -5.70 -3.43
C -1.42 -4.30 -3.77
O -2.72 -4.51 -4.27
O -1.43 -6.22 -2.22
H 0.22 -5.69 -3.30
H -1.01 -6.36 -4.29
H -0.87 -3.82 -4.58
H -1.40 -3.53 -3.00
H -3.28 -4.89 -3.59
H -0.82 -5.98 -1.52
C -4.08 1.94 -3.64
C -5.07 2.41 -4.76
O -5.70 3.70 -4.70
O -3.03 2.86 -3.53
H -3.59 0.98 -3.83
H -4.71 1.77 -2.76
H -5.72 1.54 -4.73
H -4.60 2.41 -5.74
H -5.83 4.03 -3.81
H -2.35 2.48 -2.97
C -5.51 -4.91 0.89
C -4.34 -3.99 1.36
O -4.14 -2.92 0.45
O -5.25 -5.62 -0.35
H -6.39 -4.26 0.93
H -5.67 -5.62 1.71
H -3.36 -4.47 1.36
H -4.42 -3.64 2.39
H -3.24 -2.59 0.53
H -4.31 -5.82 -0.39
C 4.03 5.02 -2.59
C 3.60 6.13 -3.57
O 4.08 7.37 -3.11
O 3.25 5.18 -1.45
H 5.09 5.06 -2.33
H 3.72 4.05 -2.98
H 2.54 6.25 -3.80
H 3.99 5.96 -4.57
H 5.03 7.25 -3.08
H 2.57 4.51 -1.38

Calculated values
E = -60502.154 eV
net charge = -1
molar mass = 591.6 g/mol
Kohn-Sham gap = 0.23969 Ha
energy relative to the best compared isomer or geometry (same formula, charge and spin) = 93.5 kJ/mol
highest occupied orbital energy = -4.542 eV



Entry 2:
This record from the OMol25 dataset describes a molecular structure, C15H19Cl2NSSeSiYb. The level of theory is ωB97M-V/def2-TZVPD.

Element x y z (Å)
Yb 0.71 -0.82 -0.79
Cl 1.34 0.28 1.91
C 1.04 2.02 1.53
C 0.52 2.76 2.58
C 0.14 4.11 2.44
C 0.09 4.64 1.14
C 0.72 3.97 0.10
Cl 0.93 4.79 -1.42
C 1.19 2.61 0.25
S 1.89 1.73 -1.02
H 0.35 2.20 3.53
H -0.28 4.66 3.24
H -0.36 5.60 0.93
N 3.05 -1.64 -2.83
C 2.93 -2.29 -1.60
C 2.03 -3.36 -1.34
C 1.85 -3.81 -0.04
C 2.24 -3.11 1.08
C 3.17 -2.07 0.84
C 3.45 -1.62 -0.46
H 3.92 -1.26 -3.12
H 2.52 -2.05 -3.59
H 1.49 -3.84 -2.19
H 1.30 -4.77 0.12
H 1.99 -3.39 2.10
H 3.62 -1.58 1.74
H 4.05 -0.70 -0.63
C -3.78 -1.86 0.26
Si -2.94 -0.48 -0.73
C -2.06 0.63 0.43
C -4.30 0.68 -1.36
Se -1.58 -1.11 -2.40
H -4.07 -1.39 1.22
H -3.07 -2.69 0.51
H -4.74 -2.16 -0.07
H -2.83 1.18 1.05
H -1.47 1.45 -0.10
H -1.38 0.11 1.11
H -5.21 0.47 -0.81
H -4.52 0.44 -2.37
H -3.93 1.69 -1.23

Calculated values
E = -157982.886 eV
net charge = +1
molar mass = 596.4 g/mol
Kohn-Sham gap (alpha / beta) = 0.25610 / 0.18979 Ha
multiplicity = 2
energy relative to the best compared isomer or geometry (same formula, charge and spin) = 0.0 kJ/mol
highest occupied orbital energy (alpha / beta) = -10.845 / -10.845 eV
<S²> = 0.75



Entry 3:
This record from the OMol25 dataset describes a molecular structure, C32H25N6O2RhS. The level of theory is ωB97M-V/def2-TZVPD.

Element x y z (Å)
Rh -0.97 0.46 0.16
S -0.62 0.95 2.53
C 0.98 0.36 2.54
N 1.63 0.26 3.72
N 2.96 0.30 3.69
C 3.81 1.11 2.90
C 5.17 0.82 2.92
C 6.06 1.62 2.22
C 5.60 2.72 1.50
C 4.24 3.01 1.51
C 3.34 2.22 2.20
N 1.66 -0.04 1.44
N 1.02 -0.16 0.34
C 1.89 -0.50 -0.75
C 1.47 -1.44 -1.68
C 2.29 -1.78 -2.74
C 3.54 -1.18 -2.87
C 3.96 -0.25 -1.93
C 3.14 0.09 -0.86
H 3.38 -0.09 4.51
H 5.52 -0.05 3.46
H 7.11 1.37 2.23
H 6.30 3.34 0.96
H 3.88 3.87 0.97
H 2.29 2.48 2.20
H 0.51 -1.93 -1.56
H 1.95 -2.51 -3.46
H 4.18 -1.44 -3.71
H 4.93 0.22 -2.02
H 3.46 0.82 -0.13
C -0.73 1.27 -4.06
C -1.30 0.12 -4.59
C -1.79 -0.86 -3.75
C -1.69 -0.69 -2.37
C -1.09 0.44 -1.83
C -0.62 1.43 -2.68
C -2.16 -1.66 -1.37
C -2.89 -2.80 -1.75
C -3.32 -3.67 -0.81
C -3.02 -3.43 0.54
C -3.45 -4.32 1.55
C -3.16 -4.08 2.86
C -2.43 -2.93 3.20
C -2.01 -2.04 2.24
C -2.29 -2.26 0.88
N -1.87 -1.38 -0.10
H -0.35 2.04 -4.72
H -1.37 -0.01 -5.66
H -2.23 -1.75 -4.18
H -0.15 2.32 -2.27
H -3.12 -2.95 -2.80
H -3.89 -4.56 -1.08
H -4.00 -5.20 1.25
H -3.49 -4.77 3.63
H -2.20 -2.72 4.24
H -1.46 -1.17 2.53
O -0.90 2.79 0.04
C -2.14 2.72 0.07
C -3.20 3.80 0.08
C -4.49 2.98 0.08
C -4.05 1.51 0.08
O -4.77 0.54 0.07
N -2.68 1.50 0.10
H -3.08 4.44 -0.79
H -3.07 4.42 0.96
H -5.12 3.15 -0.80
H -5.11 3.15 0.96

Calculated values
E = -60468.855 eV
molar mass = 660.6 g/mol
Kohn-Sham gap (alpha / beta) = 0.23951 / 0.22616 Ha
highest occupied orbital energy (alpha / beta) = -7.314 / -6.933 eV